Record 1
Molecular formula: C3H33O14
Method: DFT, wB97M-V/def2-TZVPD

Each line ends with the Löwdin charge.
Geometry (Å):
C1 -0.54105 0.06721 -1.82001  -0.057
C2 0.19995 0.71653 -0.65175  -0.495
C3 0.93349 1.97716 -1.00809  -0.043
O1 -0.83402 1.19901 0.27858  -0.352
H1 0.12722 -0.11498 -2.63321  0.062
H2 -1.34842 0.68880 -2.19693  0.088
H3 -0.93038 -0.93395 -1.51098  0.070
H4 0.85107 0.00585 -0.25669  0.076
H5 1.39626 2.40531 -0.13505  0.062
H6 0.36237 2.72797 -1.42936  0.059
H7 1.76430 1.69041 -1.66356  0.082
O2 -3.75035 -1.55889 -1.62756  -0.032
H8 -3.28581 -1.70043 -2.44293  0.037
H9 -3.77899 -2.43978 -1.23654  0.053
O3 1.81614 -1.91613 -1.51276  -0.049
H10 1.47897 -2.25422 -0.70186  -0.017
H11 1.20835 -1.17662 -1.63075  0.001
O4 4.25916 -0.82534 -0.89573  -0.046
H12 4.75621 -1.63690 -0.98407  0.048
H13 3.44179 -1.10894 -1.27830  -0.020
O5 -0.64468 -0.75031 2.86842  -0.059
H14 -0.20409 0.09926 2.83890  -0.009
H15 -0.10183 -1.34620 2.32462  -0.007
O6 1.01816 1.46859 2.23803  -0.087
H16 1.89370 1.27943 1.87708  -0.021
H17 0.46394 1.37185 1.43964  -0.008
O7 0.89407 -2.44906 0.95306  0.001
H18 0.03564 -2.75448 0.87751  -0.028
H19 1.29799 -3.04078 1.57673  0.077
O8 3.20851 0.50660 1.33573  -0.034
H20 4.07841 0.68673 1.65918  0.048
H21 3.40542 -0.19288 0.67692  0.032
O9 -1.83863 -3.10398 0.66254  -0.089
H22 -1.53003 -3.27950 -0.24554  -0.028
H23 -2.15585 -2.19718 0.53739  -0.028
O10 -2.78423 2.45919 -0.88006  -0.082
H24 -2.05879 1.86257 -0.67977  -0.051
H25 -2.49703 3.36145 -0.79114  0.012
O11 -2.77774 -0.63400 0.73916  -0.082
H26 -1.96375 -0.10240 0.55513  0.011
H27 -3.20501 -0.68940 -0.12836  -0.001
O12 0.68601 4.29752 2.34466  -0.051
H28 1.15322 4.91172 1.80502  0.033
H29 1.10207 3.41757 2.21483  0.030
O13 -1.65740 3.38354 1.71846  -0.132
H30 -1.55752 2.61378 1.09655  -0.005
H31 -0.72102 3.72943 1.76105  -0.029
O14 -0.83056 -3.46570 -1.78410  -0.046
H32 -0.09878 -2.90787 -2.05721  0.023
H33 -0.73647 -4.34757 -2.19689  0.085

Atomic forces in eV per Å
C 0.0 -0.8 0.5
C -4.4 3.2 0.3
C 2.5 -1.9 -0.1
O 1.9 -2.1 -0.9
H 0.6 -0.1 -1.1
H -0.1 0.0 0.1
H -0.1 0.8 -0.1
H 1.3 -1.2 1.4
H 0.1 0.0 0.5
H -1.5 1.2 -1.1
H 0.2 0.4 -0.4
O -0.6 -0.4 0.1
H 0.4 0.1 -0.6
H 0.0 0.0 0.2
O 0.2 0.4 -1.9
H -0.2 -0.9 2.1
H 0.2 0.3 -0.4
O 1.2 0.2 0.4
H 0.6 -0.2 0.2
H -1.7 -0.2 -0.6
O -0.1 -1.1 0.2
H 0.3 0.4 -0.1
H -0.3 0.7 0.3
O 0.3 0.8 0.2
H 0.1 -0.4 0.4
H -1.3 0.1 -0.1
O 3.2 1.1 -0.1
H -3.9 -1.1 -0.2
H 0.4 -0.3 0.5
O 0.4 -1.0 -0.8
H 0.8 0.4 0.5
H -0.3 0.4 0.1
O 0.8 -1.0 -0.8
H -0.1 -0.4 0.4
H -0.6 1.3 1.1
O -1.9 0.2 -1.4
H 1.0 -0.1 0.9
H 0.4 0.2 0.4
O 0.0 -0.5 -0.5
H 0.0 0.7 0.5
H -0.1 0.4 0.2
O 0.5 -0.5 0.7
H 0.6 0.6 -0.7
H -0.3 -0.1 0.3
O 0.9 -0.1 -0.9
H -0.2 0.7 0.9
H -1.7 -0.4 0.2
O -0.4 -1.0 -0.7
H 0.5 -0.1 -0.2
H 0.2 0.9 0.3

- Total charge: -1
- Spin multiplicity: 1
- Orbital gap: 7.1 eV
- HOMO level: -5.01 eV

=====

Record 2
Molecular formula: C20H43IrN2OP3S
Method: DFT, wB97M-V/def2-TZVPD

Each line ends with the Löwdin spin population.
Geometry (Å):
Ir1 0.11755 -0.70600 0.05842  1.435
P1 -0.68519 -2.82552 -0.45844  0.150
P2 0.59853 0.17214 -1.99482  0.221
P3 -1.96001 0.19088 0.45528  0.170
H1 1.74166 0.27003 2.18235  0.030
C1 0.67733 0.03674 2.10981  0.229
C2 0.25423 -1.32062 2.15539  0.199
H2 0.98754 -2.14254 2.21565  0.011
C3 0.44459 -4.24131 -0.53542  0.027
C4 -1.49671 -2.96341 -2.08390  0.043
C5 -1.93759 -3.46000 0.70873  0.023
C6 1.32496 1.80798 -1.66971  0.060
C7 1.76576 -0.77648 -3.02862  0.036
C8 -0.82352 0.47401 -3.09043  0.053
C9 -2.64981 -0.12451 2.11872  0.034
C10 -3.30185 -0.28862 -0.69060  0.035
C11 -1.82971 2.00227 0.28860  0.040
H3 -0.00118 0.80411 2.47197  0.016
H4 -0.72513 -1.54537 2.60159  0.018
H5 0.79001 -4.52823 0.46986  0.000
H6 1.30834 -4.04720 -1.18858  0.001
H7 -0.14306 -5.07294 -0.95702  0.005
H8 -0.80323 -2.68519 -2.88665  0.000
H9 -2.40376 -2.35015 -2.12839  0.000
H10 -1.77193 -4.02411 -2.19889  0.008
H11 -1.53131 -3.46515 1.73024  0.000
H12 -2.15776 -4.49640 0.40318  0.005
H13 -2.86801 -2.87504 0.68336  0.000
H14 1.52944 2.32995 -2.61074  0.012
H15 2.26317 1.70422 -1.11773  0.001
H16 0.63930 2.42173 -1.07842  0.003
H17 1.78068 -0.35860 -4.04574  0.003
H18 1.44897 -1.82459 -3.09111  0.000
H19 2.77781 -0.73932 -2.61472  0.013
H20 -0.47349 0.90103 -4.04082  0.011
H21 -1.53285 1.18356 -2.64267  0.000
H22 -1.34025 -0.47019 -3.31538  0.000
H23 -3.61506 0.38723 2.25396  0.006
H24 -1.96640 0.22210 2.90241  0.001
H25 -2.81634 -1.19976 2.26971  0.000
H26 -4.20363 0.30797 -0.51065  0.007
H27 -3.57390 -1.34211 -0.56734  0.000
H28 -2.99800 -0.12634 -1.72896  0.000
H29 -2.73210 2.50903 0.65613  0.007
H30 -1.68032 2.30335 -0.75533  0.000
H31 -0.96995 2.36699 0.86447  0.003
C12 -0.70474 5.82781 -0.23866  0.228
C13 -0.14959 7.13587 -0.24538  0.099
C14 -0.11372 7.82406 0.97226  0.047
C15 -0.66237 7.28381 2.14306  0.287
C16 -1.34675 6.07486 2.07407  0.057
C17 -1.45892 5.40661 0.84697  0.113
O1 -0.38922 4.80817 -1.11451  0.156
H32 0.01124 5.12110 -1.94570  0.002
H33 0.24378 7.59179 -1.14880  0.002
H34 0.36559 8.80620 1.03465  -0.001
H35 -0.56134 7.79535 3.09237  0.011
H36 -1.78878 5.61665 2.96043  -0.001
H37 -2.04740 4.48686 0.76360  0.003
S1 2.65736 -1.11190 0.08729  0.827
C18 3.16652 -2.64842 0.62956  0.140
N1 3.19007 -3.10404 1.90011  0.040
C19 3.70210 -4.46518 2.00265  0.007
C20 4.02046 -4.82239 0.55919  0.009
N2 3.66269 -3.61406 -0.16279  0.052
H38 2.96598 -2.53784 2.70011  0.002
H39 2.94080 -5.12681 2.42544  0.002
H40 4.60113 -4.49685 2.62810  0.001
H41 3.42296 -5.67468 0.21201  0.002
H42 5.08498 -5.05273 0.42868  0.001
H43 3.72938 -3.51986 -1.17345  0.003

Atomic forces in eV per Å
Ir -2.1 -0.7 -0.7
P -0.3 -1.3 -0.1
P 1.5 0.8 -1.4
P -2.2 0.8 0.3
H -0.2 0.1 -0.1
C 0.3 -1.0 0.7
C 1.3 0.3 1.5
H -0.6 0.6 0.1
C 0.3 -0.2 0.0
C -0.1 0.1 0.0
C 0.0 0.1 0.0
C 0.1 0.1 -0.2
C -0.2 0.2 -0.3
C -0.5 -0.2 0.1
C -0.3 0.1 0.2
C -0.2 0.1 0.0
C -0.1 0.3 0.2
H 0.2 0.0 -0.2
H 0.4 0.0 -0.6
H -0.1 0.1 -0.3
H -0.4 -0.1 0.2
H 0.3 0.2 0.2
H -0.2 -0.1 0.1
H 0.3 -0.2 -0.1
H 0.0 0.4 -0.1
H -0.2 -0.1 -0.3
H 0.0 0.3 0.2
H 0.3 -0.3 0.0
H 0.0 -0.1 0.0
H -0.1 0.0 -0.1
H 0.1 -0.2 -0.1
H 0.1 -0.1 0.2
H 0.0 0.2 0.0
H -0.1 0.1 -0.1
H 0.2 -0.1 0.2
H 0.2 -0.2 -0.1
H 0.1 0.3 0.0
H 0.3 -0.1 -0.1
H -0.2 0.0 -0.1
H 0.0 0.3 -0.1
H 0.1 0.0 0.1
H 0.1 0.3 0.0
H -0.1 0.0 0.2
H 0.1 -0.3 -0.1
H -0.1 -0.2 0.2
H -0.2 -0.1 -0.1
C 1.3 -1.2 -1.6
C 0.2 1.1 1.0
C 0.5 0.3 -1.8
C 0.3 0.1 0.3
C -1.0 -1.9 -1.2
C -0.8 -0.4 2.8
O -0.9 2.0 0.8
H 0.1 0.3 0.2
H 0.2 -0.2 0.1
H -0.2 -0.4 -0.2
H 0.0 0.1 -0.1
H 0.0 0.3 -0.3
H 0.4 0.5 0.1
S 0.9 -0.4 0.2
C 1.7 -2.2 0.8
N -0.7 1.3 -0.9
C 0.3 -0.6 0.7
C 0.4 -1.0 -0.2
N -0.7 1.5 -0.8
H 0.2 0.1 0.1
H 0.2 0.1 0.1
H -0.3 0.1 0.0
H 0.2 0.2 0.0
H -0.3 0.1 -0.1
H 0.2 -0.1 0.4

- Total charge: +4
- Spin multiplicity: 6
- Orbital gap (spin up / spin down): 7.0 / 5.3 eV
- ⟨S²⟩: 8.779
- HOMO level (spin up / spin down): -16.98 / -20.23 eV

=====

Record 3
Molecular formula: H6N5P
Method: DFT, wB97M-V/def2-TZVPD

Each line ends with the Löwdin charge.
Geometry (Å):
H1 2.32142 0.46322 -1.13284  0.027
N1 1.90143 0.55515 -0.24051  -0.137
N2 1.05575 1.48936 -0.13037  -0.134
H2 0.84670 1.41993 0.94489  0.066
N3 0.92634 -1.31103 -0.39066  -0.090
N4 -0.37134 -0.89786 0.00906  -0.355
P1 -1.21325 0.25727 -0.83391  0.758
N5 -2.33263 0.50991 0.38500  -0.277
H3 1.47606 -1.77774 0.18323  0.027
H4 1.22333 -1.45568 -1.32848  0.078
H5 -1.99704 0.08774 1.27778  0.040
H6 -3.29023 0.72495 0.40020  -0.001

Atomic forces in eV per Å
H 0.0 0.4 -1.8
N 1.0 1.3 2.3
N -0.1 -1.4 1.8
H -0.1 0.7 -2.1
N -5.2 3.1 -2.8
N 1.5 -0.3 -1.5
P 0.9 -1.5 1.2
N 2.0 -0.7 1.5
H 2.2 -2.5 3.9
H -0.6 0.1 -1.0
H -0.5 0.5 -1.0
H -1.1 0.3 -0.6

- Total charge: 0
- Spin multiplicity: 1
- Orbital gap: 8.7 eV
- HOMO level: -7.86 eV

=====

Maximum force across the listed records, respectively: 5.41, 2.95, 6.64 eV/A.